Formula: C4H4O3
Source: OMol25
Level of theory: ωB97M-V/def2-TZVPD

Summary:
E_LUMO, eV: -0.765
Molar mass, g mol⁻¹: 100.1
SMILES: C=C(O)C(=O)C=O
HOMO energy, eV: -9.7797
Kohn-Sham gap, eV: 9.01
Energy, eV: -10353.49953
Multiplicity: 1

Each line ends with the Löwdin charge.
Cartesian coordinates (Å):
C  0.38  1.18  1.32  0.108
C  0.38  0.46  0.20  -0.337
O  1.50  0.21  -0.52  0.053
C  -0.87  -0.19  -0.31  -0.284
O  -1.97  0.12  0.08  0.117
C  -0.80  -1.38  -1.28  -0.156
O  0.12  -2.15  -1.34  0.098
H  -0.52  1.30  1.91  0.076
H  1.30  1.64  1.67  0.078
H  2.24  0.33  0.09  0.116
H  -1.74  -1.51  -1.85  0.132



Formula: C11H23N2O4P2Sn
Source: OMol25
Level of theory: ωB97M-V/def2-TZVPD

Summary:
E_LUMO (alpha / beta), eV: -3.413 / -3.660
Molar mass, g mol⁻¹: 428.0
HOMO energy (alpha / beta), eV: -8.8609 / -8.4228
Kohn-Sham gap (alpha / beta), eV: 5.45 / 4.76
Energy, eV: -47348.64871
Charge: +1
Multiplicity: 1

Each line ends with the Löwdin charge.
Cartesian coordinates (Å):
Sn  0.13  -0.16  -0.23  1.005
P  2.15  0.78  0.84  0.711
C  2.92  1.59  -0.64  -0.247
C  2.27  1.32  -2.00  -0.280
N  1.13  0.61  -2.04  -0.070
C  0.50  0.31  -3.19  -0.291
C  1.07  0.67  -4.41  0.003
C  2.28  1.34  -4.41  -0.010
C  2.85  1.70  -3.20  0.001
C  -0.80  -0.49  -3.14  -0.265
P  -1.90  -0.25  -1.65  0.701
H  3.80  2.21  -3.18  0.125
H  0.57  0.33  -5.32  0.132
H  2.74  1.57  -5.36  0.125
H  -1.49  -0.28  -3.98  0.097
H  -0.60  -1.58  -3.18  0.112
H  2.95  2.62  -0.38  0.077
H  3.98  1.27  -0.66  0.110
H  0.81  6.82  0.58  0.010
O  0.56  7.01  -0.30  -0.044
H  1.06  6.38  -0.84  0.033
H  -1.97  1.94  2.80  0.089
O  -1.62  1.69  1.87  -0.154
H  -1.91  2.44  1.31  0.034
C  -2.95  1.15  -2.06  -0.244
H  -3.14  1.17  -3.14  0.055
H  -3.90  1.09  -1.53  0.060
H  -2.48  2.10  -1.78  0.045
C  -2.97  -1.68  -1.49  -0.234
H  -3.71  -1.48  -0.70  0.064
H  -3.51  -1.87  -2.43  0.064
H  -2.42  -2.58  -1.20  0.037
C  3.18  -0.63  1.35  -0.255
H  4.16  -0.30  1.74  0.058
H  2.69  -1.23  2.13  0.051
H  3.36  -1.31  0.51  0.059
C  2.21  1.99  2.20  -0.244
H  1.92  1.58  3.18  0.066
H  3.22  2.41  2.32  0.056
H  1.53  2.83  2.00  0.044
O  0.66  -2.79  1.33  -0.074
N  0.16  -2.41  0.27  -0.515
O  -0.21  -3.20  -0.61  -0.098



Formula: C15H11FNO2S
Source: OMol25
Level of theory: ωB97M-V/def2-TZVPD

Summary:
E_LUMO, eV: -5.435
Molar mass, g mol⁻¹: 288.3
SMILES: O=S(=O)(F)c1[nH+]cc2ccccc2c1-c1ccccc1
HOMO energy, eV: -11.8617
Kohn-Sham gap, eV: 6.43
Energy, eV: -34853.04527
Charge: +1
Multiplicity: 1

Each line ends with the Löwdin charge.
Cartesian coordinates (Å):
O  -0.46  -4.63  -0.01  -0.288
S  -0.95  -3.21  -0.02  0.836
O  -1.76  -3.03  -1.29  -0.293
F  -1.98  -3.00  1.28  -0.175
C  0.40  -1.95  -0.11  -0.135
N  1.77  -2.42  -0.38  0.068
C  2.90  -1.54  -0.51  0.084
C  2.77  0.01  -0.39  -0.069
C  4.01  0.96  -0.59  0.011
C  3.84  2.50  -0.46  0.000
C  2.43  3.06  -0.09  0.001
C  1.18  2.17  0.11  0.033
C  1.35  0.62  -0.06  -0.037
C  0.18  -0.41  0.07  -0.022
C  -1.33  0.05  0.35  -0.195
C  -2.25  0.12  -0.93  -0.018
C  -3.74  0.55  -0.88  -0.037
C  -4.34  0.88  0.53  -0.036
C  -3.43  0.81  1.80  -0.039
C  -1.90  0.42  1.75  -0.012
H  1.93  -3.44  -0.49  0.169
H  3.91  -2.02  -0.76  0.156
H  5.01  0.47  -0.86  0.116
H  4.75  3.16  -0.64  0.113
H  2.32  4.20  0.02  0.114
H  0.15  2.60  0.38  0.124
H  -1.80  -0.15  -1.96  0.113
H  -4.32  0.61  -1.87  0.107
H  -5.45  1.16  0.55  0.101
H  -3.95  1.08  2.79  0.100
H  -1.24  0.39  2.69  0.110



Formula: C43H40BrN6O6S2SiSn
Source: OMol25
Level of theory: ωB97M-V/def2-TZVPD

Summary:
E_LUMO, eV: -5.521
Molar mass, g mol⁻¹: 1027.7
HOMO energy, eV: -9.2680
Kohn-Sham gap, eV: 3.75
Energy, eV: -171883.51658
Charge: +1
Multiplicity: 1

Each line ends with the Löwdin charge.
Cartesian coordinates (Å):
Sn  0.66  0.72  -0.25  1.403
C  0.69  -0.16  3.81  0.006
O  -0.29  -0.01  2.78  -0.086
C  -1.51  0.35  3.09  -0.232
C  -1.94  0.64  4.35  -0.058
C  -3.28  1.01  4.55  -0.607
Br  -3.80  1.47  6.29  0.909
C  -4.21  1.07  3.52  -0.045
C  -3.85  0.76  2.24  -0.009
C  -2.46  0.27  1.91  -0.391
O  -1.96  0.92  0.73  -0.117
C  -4.83  0.85  1.20  -0.260
N  -6.11  1.04  1.43  0.206
C  -6.72  1.01  0.22  -0.208
C  -8.08  1.13  -0.11  0.005
C  -8.42  1.02  -1.43  -0.065
C  -7.45  0.82  -2.44  -0.057
C  -6.11  0.70  -2.15  -0.005
C  -5.76  0.80  -0.80  -0.163
N  -4.57  0.69  -0.15  0.186
H  0.87  0.79  4.33  0.105
H  1.60  -0.46  3.31  0.113
H  0.38  -0.92  4.53  0.111
H  -1.27  0.61  5.20  0.112
H  -5.23  1.38  3.71  0.121
H  -1.96  1.89  0.84  0.059
H  -8.81  1.29  0.67  0.120
H  -9.46  1.10  -1.72  0.111
H  -7.78  0.75  -3.47  0.113
H  -5.37  0.55  -2.92  0.117
H  -3.65  0.63  -0.56  0.156
O  -0.09  4.29  -2.39  0.102
C  0.04  3.13  -2.05  -0.572
O  -0.11  2.67  -0.84  -0.226
C  0.36  2.08  -3.11  -0.178
C  0.52  2.45  -4.45  0.026
C  0.68  1.47  -5.39  0.028
C  0.66  0.12  -5.00  -0.142
C  0.76  -0.96  -5.91  -0.022
C  0.75  -2.25  -5.46  -0.059
C  0.64  -2.53  -4.08  -0.049
C  0.52  -1.52  -3.18  -0.033
C  0.53  -0.17  -3.62  -0.196
N  0.39  0.83  -2.71  0.049
H  0.52  3.51  -4.69  0.125
H  0.82  1.72  -6.43  0.126
H  0.84  -0.74  -6.97  0.119
H  0.82  -3.07  -6.17  0.110
H  0.64  -3.56  -3.74  0.114
H  0.43  -1.72  -2.12  0.058
O  5.07  0.30  -1.77  0.057
C  5.73  0.84  -0.73  -0.251
C  7.12  0.78  -0.74  -0.008
C  7.85  1.33  0.29  -0.072
C  7.21  1.94  1.37  -0.088
C  5.83  2.00  1.39  -0.028
C  5.07  1.46  0.35  -0.076
C  3.60  1.54  0.40  -0.407
O  2.90  1.01  -0.56  -0.227
N  3.07  2.17  1.42  0.016
N  1.71  2.24  1.39  -0.186
C  1.21  3.10  2.19  -0.904
S  -0.50  3.44  2.24  0.973
C  -0.43  4.32  3.84  -0.487
C  0.87  5.10  3.85  -0.504
S  2.22  4.02  3.28  0.968
H  4.12  0.45  -1.63  0.067
H  7.61  0.31  -1.59  0.120
H  8.93  1.29  0.26  0.108
H  7.79  2.36  2.18  0.101
H  5.31  2.48  2.21  0.103
H  -0.48  3.59  4.65  0.070
H  -1.30  4.98  3.89  0.085
H  1.13  5.44  4.85  0.082
H  0.81  5.96  3.18  0.083
C  -1.97  -4.14  -0.41  -0.183
Si  -0.38  -3.95  0.55  0.651
C  -0.59  -4.28  2.38  -0.180
C  -2.53  -1.23  1.56  0.043
N  0.93  -3.34  -0.13  -0.070
C  2.15  -3.63  -0.69  -0.385
C  2.64  -4.94  -0.77  -0.061
C  3.85  -5.22  -1.38  -0.099
C  4.61  -4.20  -1.93  -0.101
C  4.15  -2.89  -1.85  -0.078
C  2.94  -2.61  -1.24  -0.060
H  -2.86  -3.96  0.20  0.021
H  -2.05  -5.16  -0.81  0.036
H  -1.99  -3.46  -1.26  0.029
H  -1.62  -4.13  2.71  0.021
H  0.06  -3.63  2.96  0.024
H  -0.31  -5.31  2.63  0.036
H  -2.79  -1.81  2.46  0.119
H  -3.28  -1.41  0.80  0.100
H  -1.55  -1.54  1.19  0.063
H  2.03  -5.74  -0.35  0.094
H  4.20  -6.24  -1.42  0.102
H  5.55  -4.41  -2.41  0.099
H  4.74  -2.09  -2.27  0.092
H  2.58  -1.59  -1.18  0.062



Formula: C4H7NO2
Source: OMol25
Level of theory: ωB97M-V/def2-TZVPD

Summary:
E_LUMO, eV: 0.669
Molar mass, g mol⁻¹: 101.1
HOMO energy, eV: -8.4972
Kohn-Sham gap, eV: 9.17
Energy, eV: -9842.57435
Multiplicity: 1

Each line ends with the Löwdin charge.
Cartesian coordinates (Å):
N  -1.86  -1.92  -0.05  0.159
C  -0.62  -1.36  -0.06  -0.534
O  0.40  -2.02  -0.05  0.059
C  -0.59  0.16  -0.08  -0.068
C  0.70  0.69  0.51  -0.297
C  2.01  1.78  -0.29  0.073
O  0.80  2.09  0.33  -0.184
H  -1.94  -2.92  -0.15  0.112
H  -2.70  -1.37  -0.15  0.102
H  -1.45  0.60  0.45  0.129
H  -0.65  0.51  -1.12  0.143
H  0.90  0.41  1.55  0.151
H  1.52  0.22  -0.14  0.115
H  2.75  1.68  0.56  0.040



Formula: C11H17BN6OZn
Source: OMol25
Level of theory: ωB97M-V/def2-TZVPD

Summary:
E_LUMO (alpha / beta), eV: -1.356 / -1.026
Molar mass, g mol⁻¹: 325.5
HOMO energy (alpha / beta), eV: -7.6493 / -8.4528
Kohn-Sham gap (alpha / beta), eV: 6.29 / 7.43
Energy, eV: -71761.01627
Multiplicity: 1

Each line ends with the Löwdin charge.
Cartesian coordinates (Å):
H  0.67  1.99  1.90  0.091
N  0.81  0.82  0.12  -0.119
B  0.21  0.11  -2.39  -0.440
N  0.48  1.10  -1.19  -0.005
C  0.45  2.43  -1.33  -0.068
Zn  2.13  -0.48  0.75  0.653
H  0.37  2.85  -2.34  0.133
C  0.58  3.03  -0.09  -0.054
H  0.59  4.09  0.12  0.092
C  0.70  1.98  0.82  -0.147
H  0.50  0.65  -3.42  0.104
C  -0.36  -0.90  3.82  0.004
H  0.70  -0.77  4.06  0.019
H  -0.69  -1.92  3.62  0.048
H  -0.73  -0.16  3.08  0.047
N  -1.39  -0.18  -2.59  -0.049
N  1.21  -1.07  -2.13  -0.007
N  -2.07  -0.95  -1.67  0.029
N  1.66  -1.56  -0.92  -0.101
C  -2.28  0.22  -3.55  -0.112
C  1.89  -1.70  -3.11  -0.064
H  -1.98  0.79  -4.40  0.094
H  1.80  -1.33  -4.12  0.127
C  -3.53  -0.26  -3.19  -0.102
C  2.66  -2.72  -2.55  -0.060
C  -3.36  -0.96  -1.99  -0.189
C  2.41  -2.66  -1.19  -0.157
H  -4.48  -0.15  -3.70  0.080
H  3.32  -3.39  -3.09  0.096
H  -4.08  -1.44  -1.35  0.093
H  2.72  -3.33  -0.40  0.100
H  -0.88  -0.43  4.74  -0.036
C  0.02  1.32  5.55  -0.180
O  -0.97  0.33  5.78  -0.146
H  0.92  0.72  5.38  0.066
H  0.14  2.04  6.35  0.086
H  -0.14  1.88  4.61  0.074



Formula: C2H11N5
Source: OMol25
Level of theory: ωB97M-V/def2-TZVPD

Summary:
E_LUMO, eV: 1.103
Molar mass, g mol⁻¹: 105.1
SMILES: [H]/N=N\NN.CNC
HOMO energy, eV: -8.0295
Kohn-Sham gap, eV: 9.13
Energy, eV: -9698.78891
Multiplicity: 1

Each line ends with the Löwdin charge.
Cartesian coordinates (Å):
H  -2.51  1.84  -0.19  0.079
N  -1.91  2.36  0.57  -0.038
N  -1.50  1.53  1.32  -0.040
N  -2.11  0.08  0.54  -0.179
N  -1.70  -1.22  0.51  -0.034
H  -3.13  0.12  0.68  0.073
H  -1.96  -1.80  1.30  0.071
H  -0.70  -1.26  0.30  0.042
C  0.88  0.35  -1.39  -0.138
N  1.00  -0.25  -0.07  -0.219
C  2.32  -0.80  0.20  -0.138
H  1.64  1.13  -1.58  0.076
H  -0.11  0.78  -1.50  0.060
H  1.00  -0.43  -2.15  0.079
H  0.76  0.44  0.63  0.077
H  3.13  -0.06  0.08  0.075
H  2.52  -1.63  -0.48  0.077
H  2.36  -1.18  1.22  0.076



Formula: C4H5N3O2
Source: OMol25
Level of theory: ωB97M-V/def2-TZVPD

Summary:
E_LUMO, eV: 0.228
Molar mass, g mol⁻¹: 127.1
HOMO energy, eV: -9.1687
Kohn-Sham gap, eV: 9.40
Energy, eV: -12786.24986
Multiplicity: 1

Each line ends with the Löwdin charge.
Cartesian coordinates (Å):
C  2.11  -0.37  0.24  -0.015
C  1.10  -1.24  0.40  0.022
C  -0.17  -0.64  -0.21  -0.231
C  -2.29  -0.44  -0.03  -0.286
H  -0.96  1.70  0.29  -0.064
H  1.49  1.74  -0.44  0.176
H  3.16  -0.35  0.42  0.109
H  1.26  -2.42  0.29  0.159
H  -3.45  -0.62  -0.72  0.180
N  0.23  0.66  -0.32  -0.193
N  1.42  0.88  0.08  0.076
N  -1.33  -1.03  -0.76  0.069
O  -0.46  1.74  -0.33  0.204
O  -2.11  0.39  1.09  -0.205



Formula: C5H11NO
Source: OMol25
Level of theory: ωB97M-V/def2-TZVPD

Summary:
E_LUMO, eV: 0.988
Molar mass, g mol⁻¹: 101.1
SMILES: C/N=C1\O[C@@H]1C.C
HOMO energy, eV: -9.8848
Kohn-Sham gap, eV: 10.87
Energy, eV: -8899.11862
Multiplicity: 1

Each line ends with the Löwdin charge.
Cartesian coordinates (Å):
C  2.89  0.12  0.18  -0.110
N  1.51  -0.18  -0.16  0.047
C  0.66  0.72  -0.04  -0.400
O  0.53  2.01  0.33  0.079
C  -0.68  1.22  -0.08  -0.213
C  -1.68  0.95  1.01  -0.038
H  3.53  -0.13  -0.67  0.075
H  3.20  -0.52  1.02  0.077
H  3.06  1.17  0.46  0.078
H  -1.08  1.56  -1.04  0.144
H  -2.55  0.43  0.59  0.078
H  -1.25  0.33  1.80  0.092
H  -2.02  1.90  1.44  0.086
C  -1.23  -1.92  -0.96  -0.044
H  -0.24  -1.51  -0.72  -0.013
H  -1.67  -2.37  -0.07  0.025
H  -1.11  -2.68  -1.74  0.020
H  -1.89  -1.13  -1.34  0.016



Formula: C4H13N3O
Source: OMol25
Level of theory: ωB97M-V/def2-TZVPD

Summary:
E_LUMO (alpha / beta), eV: -0.076 / -0.076
Molar mass, g mol⁻¹: 119.2
HOMO energy (alpha / beta), eV: -6.7474 / -6.7478
Kohn-Sham gap (alpha / beta), eV: 6.67 / 6.67
Energy, eV: -10871.89811
Multiplicity: 1

Each line ends with the Löwdin charge.
Cartesian coordinates (Å):
C  -1.19  1.10  0.72  0.129
C  1.52  2.11  0.97  -0.154
N  0.60  1.51  0.03  -0.098
H  0.51  1.96  -0.87  0.099
H  1.25  3.13  1.28  0.075
H  1.57  1.53  1.90  0.083
H  -1.24  1.73  1.60  0.048
H  -1.56  1.54  -0.20  0.046
H  -1.83  0.25  0.97  0.039
H  2.51  2.15  0.51  0.088
C  -0.84  -1.91  -1.88  -0.022
N  0.06  -1.56  0.38  -0.125
C  -1.04  -1.87  -0.39  -0.572
N  1.26  -1.16  -0.14  -0.109
O  -2.12  -2.10  0.16  -0.024
H  -0.13  -1.56  1.38  0.135
H  1.97  -1.40  0.56  0.028
H  1.06  0.29  -0.22  0.117
H  -1.60  -2.54  -2.33  0.078
H  -0.90  -0.89  -2.28  0.073
H  0.14  -2.31  -2.16  0.066



Formula: C4H9NO
Source: OMol25
Level of theory: ωB97M-V/def2-TZVPD

Summary:
E_LUMO, eV: 0.915
Molar mass, g mol⁻¹: 87.1
SMILES: CCC(=O)NC
HOMO energy, eV: -9.6938
Kohn-Sham gap, eV: 10.61
Energy, eV: -7832.02381
Multiplicity: 1

Each line ends with the Löwdin charge.
Cartesian coordinates (Å):
C  0.20  -1.42  1.80  -0.100
C  0.78  -0.16  1.14  -0.170
C  -0.21  0.43  0.13  -0.514
O  -1.34  0.75  0.46  0.044
N  0.26  0.59  -1.14  0.002
C  -0.58  1.07  -2.22  -0.074
H  0.78  -1.71  2.67  0.071
H  0.19  -2.27  1.10  0.076
H  -0.83  -1.22  2.11  0.074
H  0.93  0.61  1.89  0.117
H  1.76  -0.38  0.70  0.103
H  1.13  0.14  -1.36  0.125
H  -0.42  0.46  -3.12  0.081
H  -0.37  2.12  -2.47  0.082
H  -1.63  0.99  -1.92  0.083



Formula: C2H7N2S
Source: OMol25
Level of theory: ωB97M-V/def2-TZVPD

Summary:
E_LUMO, eV: 4.217
Molar mass, g mol⁻¹: 91.2
HOMO energy, eV: -2.8754
Kohn-Sham gap, eV: 7.09
Energy, eV: -16003.49462
Charge: -1
Multiplicity: 1

Each line ends with the Löwdin charge.
Cartesian coordinates (Å):
C  -1.96  -0.56  -0.84  -0.709
S  -1.44  -1.08  0.83  0.133
H  -1.52  0.40  -1.11  -0.015
H  -1.89  -1.29  -1.65  -0.011
H  -3.04  -0.37  -0.85  -0.026
N  1.27  0.35  0.66  0.017
C  1.68  0.65  -0.60  -0.427
N  2.30  1.74  -0.95  -0.018
H  0.47  -0.33  0.66  -0.119
H  1.15  1.13  1.29  0.075
H  1.42  -0.13  -1.31  0.102
H  2.86  2.04  -0.15  -0.003